# 1
Below is a cluster of 2 separate species, C3H10N2O in total at a distorted geometry, with properties calculated with wB97M-V/def2-TZVPD.

The geometry in XYZ format:
```
16
Properties=species:S:1:pos:R:3:forces:R:3
C 1.57705 -1.25614 0.39358 -3.792 -2.339 -2.136
C 0.74116 -1.22237 1.43040 -0.533 -0.396 1.250
N 2.34818 -0.26945 -0.06821 3.609 1.555 1.115
H 1.36376 -2.06931 -0.43764 0.310 1.490 1.767
H -0.14965 -1.84119 1.52827 0.724 -0.745 -0.213
H 0.78103 -0.57117 2.30503 0.413 0.497 -0.579
H -0.74214 0.17310 -2.36621 0.047 -0.400 -0.304
H 2.16973 0.17198 -0.93363 -0.190 0.076 -0.723
H 2.89899 0.27301 0.59883 -0.594 -0.088 -0.486
N -1.48158 1.34575 0.40258 -0.501 0.959 1.849
C -1.73062 0.52115 -0.65624 0.352 -0.471 -2.893
O -0.93353 0.95058 -1.84965 -0.474 0.289 0.820
H -0.55306 1.59924 0.67928 0.515 -0.601 -0.303
H -2.05131 2.16403 0.48109 -0.356 0.156 -0.247
H -1.44799 -0.52116 -0.53079 0.062 -0.104 0.562
H -2.79002 0.55195 -0.97668 0.407 0.124 0.521
```
Positions in Å, forces in eV/Å.

Calculated values
ΔE to the lowest compared entry with this formula, charge and spin   249.6 kJ/mol
Frontier orbital gap   0.3381 Eh
Structure (SMILES)   C=CN.NCO
Highest occupied orbital energy   -0.30296 Eh
Spin multiplicity   1


# 2
Below is the ion CH3N2O2 with charge +1 at a distorted geometry, with properties calculated with wB97M-V/def2-TZVPD.

The geometry in XYZ format:
```
8
Properties=species:S:1:pos:R:3:forces:R:3
C -0.20023 0.12377 0.38665 0.404 -0.273 0.630
N 0.70091 -0.10254 -0.91959 0.355 1.176 0.818
N -1.09663 -0.56982 0.72978 -4.210 -2.081 -0.216
O 0.27426 -0.54753 -2.05888 0.501 0.509 -0.809
O -0.51896 -1.50858 -2.16477 0.536 0.875 1.304
H 0.17545 0.97635 0.99395 0.507 -0.357 -0.970
H 1.35419 0.74857 -1.00133 -0.992 -1.560 -1.033
H -1.92266 -1.27789 0.56143 2.899 1.712 0.275
```
Positions in Å, forces in eV/Å.

Calculated values
ΔE to the lowest compared entry with this formula, charge and spin   655.0 kJ/mol
Frontier orbital gap (spin up / spin down)   0.2684 / 0.2676 Eh
Highest occupied orbital energy (spin up / spin down)   -0.58471 / -0.58508 Eh
Spin multiplicity   1
Charge   +1


# 3
Below is a structure of composition C16H37InNO2 at a distorted geometry, with properties calculated with wB97M-V/def2-TZVPD.

The geometry in XYZ format:
```
57
Properties=species:S:1:pos:R:3:forces:R:3
C -3.36185 0.22910 -2.60062 -0.258 -0.115 -0.495
C -2.69688 0.66509 -3.90969 0.742 0.054 0.559
C -1.56325 1.70648 -3.65882 -0.400 -0.437 0.152
In 0.49266 1.02783 -4.10963 -0.050 1.554 -0.173
O 1.74227 1.84267 -2.66102 -0.225 -0.266 -0.047
O 0.75450 -1.09273 -3.98248 0.227 0.053 -0.364
C 0.17713 -1.73883 -4.89483 -0.783 -0.587 0.603
N -0.47279 -2.39983 -5.60607 0.473 0.246 -0.216
H -2.59780 0.05010 -1.84386 -0.053 0.057 0.135
H -4.07868 0.97827 -2.25930 0.165 0.100 0.235
H -3.91985 -0.70067 -2.74036 -0.008 -0.027 0.049
H -2.25652 -0.22984 -4.34948 -0.275 -0.045 -0.315
H -3.43451 1.08052 -4.59668 -0.091 -0.185 -0.086
H -1.76543 2.60129 -4.25131 0.272 0.049 -0.079
H -1.60846 2.03061 -2.61324 0.021 0.036 0.014
H 0.98996 1.72243 -5.66103 0.141 -0.483 0.077
H 1.16268 2.36305 -2.09512 0.103 -0.060 0.065
C 0.53299 -5.82727 -0.77418 0.062 0.007 0.128
C -0.30049 -5.11270 0.28590 -0.058 -0.102 -0.084
C -1.28305 -4.09909 -0.29817 -0.028 0.079 0.051
C -0.63681 -2.94123 -1.06135 0.061 -0.067 -0.029
C 0.36496 -2.11762 -0.25512 -0.105 0.130 -0.027
C -0.25290 -1.41621 0.95154 0.148 -0.078 0.003
H 1.15895 -5.12984 -1.33155 -0.024 -0.002 -0.032
H 1.19296 -6.56510 -0.31299 0.003 -0.014 -0.030
H -0.10912 -6.35024 -1.48582 0.006 0.035 -0.036
H 0.36282 -4.62573 1.00636 -0.017 0.027 -0.001
H -0.86760 -5.86054 0.84911 0.016 0.016 0.037
H -1.90437 -3.70362 0.51175 0.003 0.006 -0.003
H -1.96892 -4.61861 -0.97528 0.011 -0.022 0.003
H -1.42935 -2.27986 -1.42412 0.019 0.015 -0.021
H -0.13939 -3.32283 -1.95605 -0.026 0.031 -0.025
H 0.79209 -1.36059 -0.91506 0.052 -0.015 -0.055
H 1.20057 -2.74331 0.07356 -0.010 -0.022 -0.019
H -1.06414 -0.75333 0.64213 -0.018 -0.012 0.014
H 0.50089 -0.81214 1.46062 -0.057 0.038 0.039
H -0.64981 -2.12949 1.67775 -0.033 0.024 0.007
C 0.64384 4.87320 4.76526 0.085 0.057 -0.076
C 0.70943 4.54219 3.27665 -0.106 0.014 0.081
C 0.20940 3.13812 2.94283 0.033 -0.022 -0.083
C 1.01144 2.00015 3.57544 -0.007 0.009 0.113
C 2.50092 1.98807 3.23528 -0.023 -0.106 -0.105
C 2.78236 1.80480 1.74629 0.070 0.069 0.157
H 1.28173 4.21199 5.35395 -0.021 -0.012 0.013
H 0.97628 5.89675 4.94781 -0.015 -0.003 0.033
H -0.37844 4.78181 5.13910 0.007 -0.035 0.020
H 1.73304 4.67506 2.91680 -0.004 -0.021 -0.023
H 0.09759 5.26475 2.73007 0.034 0.006 -0.031
H 0.19932 3.01600 1.85672 0.006 -0.019 0.004
H -0.83347 3.04629 3.26367 -0.002 0.021 0.003
H 0.56772 1.05118 3.25880 0.021 -0.008 -0.011
H 0.89948 2.03469 4.66396 -0.028 0.008 -0.006
H 2.97075 1.16638 3.78374 0.008 0.031 0.039
H 2.97954 2.90532 3.59195 -0.023 0.004 0.022
H 2.34426 0.87522 1.37965 -0.024 0.033 -0.062
H 3.85693 1.76248 1.56470 -0.013 -0.009 -0.072
H 2.38049 2.62718 1.15409 -0.003 -0.037 -0.052
```
Positions in Å, forces in eV/Å.

Calculated values
Frontier orbital gap   0.2893 Eh
Highest occupied orbital energy   -0.19146 Eh
Spin multiplicity   1
Charge   -1


DFT total energy list, top to bottom, in eV: -8298.917, -8144.345, -27952.629